No. 1
Formula: C7H10ClF6N2P
Source: the Open Molecules 2025 dataset
Level of theory: ωB97M-V with the def2-TZVPD basis set

Positions of all 27 atoms, in Å:
1 C 0.03561 -4.07301 1.44553
2 C -0.78993 -2.78564 1.63097
3 C -1.09175 -1.98788 0.36742
4 Cl -1.60051 -2.99556 -1.00463
5 C -0.00616 -1.02765 -0.06796
6 C 1.31725 -1.18851 0.36558
7 C 2.24525 -0.28435 -0.10559
8 C 1.77296 0.69391 -0.96431
9 N 0.50549 0.77683 -1.29277
10 N -0.41583 -0.06633 -0.85711
11 H 0.29683 -4.25192 0.40872
12 H -0.43143 -4.93562 1.90172
13 H 0.99203 -3.94957 1.95789
14 H -1.75829 -3.08602 2.02278
15 H -0.36417 -2.13211 2.38909
16 H -1.94661 -1.35402 0.58653
17 H 1.61044 -1.97570 1.03846
18 H 3.28642 -0.34340 0.15984
19 H 2.43970 1.42796 -1.38891
20 H 0.18941 1.55817 -1.88693
21 F 0.17037 3.46277 -1.66215
22 P -0.90919 4.59834 -0.95289
23 F -1.33850 6.16388 -0.73003
24 F -2.00649 3.37658 -1.20324
25 F 0.50932 5.00702 -0.23615
26 F -1.47235 4.37731 0.58343
27 F -1.23987 4.99452 -2.50531

Forces on the atoms, in the same order (eV/Å):
0.932 0.811 0.412
-0.493 -0.921 -0.263
-0.206 0.773 0.518
0.076 -0.120 -0.115
-0.313 -1.006 0.306
0.541 0.789 -0.441
-0.681 -0.632 0.195
0.958 0.667 -0.227
-0.304 -0.652 0.345
0.248 0.669 -0.552
-0.280 -0.268 -0.164
-0.198 -0.148 -0.203
0.080 -0.144 0.088
-0.144 0.105 0.052
0.099 0.174 -0.024
-0.141 0.042 -0.092
-0.122 -0.162 0.049
0.125 0.127 -0.019
-0.150 0.240 -0.089
-0.311 0.304 0.337
0.109 -0.960 0.198
-0.815 0.559 0.494
-0.528 -0.439 0.116
-0.222 0.364 -0.262
-0.073 0.310 -0.730
0.774 -0.431 0.032
1.040 -0.050 0.037

Its orbital gap is 8.27 eV. For the HOMO energy, the calculation gives -10.7 eV. The calculation puts the lowest unoccupied orbital energy at -2.46 eV. As for the max |F|: 1.3 eV/A. As for the total energy: -48519.745 eV.

Löwdin atomic charge list, values in e, 8 entries:
1 C -0.114
2 C -0.263
3 C -0.641
4 Cl 0.686
5 C -0.265
6 C 0.068
7 C 0.031
8 C 0.005

No. 2
Formula: C7H10ClN
Source: the Open Molecules 2025 dataset
Level of theory: ωB97M-V with the def2-TZVPD basis set

Positions of all 19 atoms, in Å:
1 C -2.00465 -1.56903 0.94796
2 C -0.82810 -1.12606 0.08966
3 C 0.21494 -0.57766 0.66704
4 N 1.26700 0.01680 0.00658
5 C 2.07741 0.97548 0.74270
6 C 2.80540 1.72136 -0.15296
7 C 2.47789 1.13720 -1.41574
8 C 1.47254 0.16811 -1.33228
9 H -1.56590 -1.57519 1.99189
10 H -2.20259 -2.59186 0.67488
11 H -2.79264 -0.82032 0.86034
12 H -0.83049 -1.42331 -0.95594
13 H 0.26337 -0.36069 1.66308
14 H 1.98965 1.05580 1.79741
15 H 3.57486 2.51350 -0.04371
16 H 2.84208 1.54079 -2.39670
17 H 0.99844 -0.44394 -2.10612
18 Cl -4.48417 0.79342 -1.00618
19 H -5.27504 0.56560 -0.03190

Forces on the atoms, in the same order (eV/Å):
2.325 0.536 0.796
-0.893 -1.178 0.246
-0.256 0.184 -2.281
1.806 1.886 1.447
-0.688 -0.728 -1.878
-0.051 -1.184 -0.545
-0.490 0.688 -2.600
1.932 1.057 0.386
-1.042 -0.001 -0.860
-0.937 -0.215 0.034
-0.352 -0.612 0.036
-0.046 0.498 -0.017
-0.191 0.209 2.654
-0.162 -0.158 0.591
-0.911 -0.791 0.316
-0.264 -0.613 1.114
0.225 0.414 0.567
0.081 0.028 -0.089
-0.089 -0.019 0.082

Its SMILES is C/C=C/n1cccc1.Cl. Its orbital gap is 8.88 eV. For the HOMO energy, the calculation gives -8.0 eV. The value obtained for the relative energy (zero: lowest compared OMol25 entry of this formula, charge and spin) is 0.0 kcal/mol. The calculation puts the lowest unoccupied orbital energy at 0.84 eV. As for the max |F|: 3.0 eV/A. As for the total energy: -21432.146 eV.

Löwdin atomic charge list, values in e, 8 entries:
1 C -0.099
2 C -0.138
3 C -0.126
4 N -0.111
5 C -0.057
6 C -0.095
7 C -0.124
8 C -0.079

No. 3
Formula: C7H10CoF2O2PS4
Source: the Open Molecules 2025 dataset
Level of theory: ωB97M-V with the def2-TZVPD basis set

Positions of all 27 atoms, in Å:
1 Co -0.07840 0.57602 1.02224
2 O 4.62588 5.24806 0.59938
3 C 3.81362 4.34270 0.51958
4 S 2.61155 4.02797 -0.75966
5 C 1.66233 2.94896 0.14571
6 C 2.06791 2.63025 1.48445
7 S 1.12447 1.68214 2.57816
8 S 3.52683 3.32269 1.92199
9 S 0.18076 2.27633 -0.44412
10 F -2.49210 0.32946 2.56660
11 C -1.99899 0.96917 1.46968
12 F -2.82829 0.57634 0.39376
13 H -2.09103 2.06135 1.61469
14 C -0.92617 -0.77956 -1.72673
15 P -0.52495 -2.02077 -0.46528
16 C -2.08261 -2.89868 -0.12686
17 C 0.65661 -3.12150 -1.22597
18 O 0.12763 -1.38225 0.78851
19 H -1.25584 -1.31047 -2.63229
20 H -0.07641 -0.16463 -2.03069
21 H -1.73510 -0.05874 -1.42596
22 H -2.41932 -3.36407 -1.04277
23 H -2.81068 -2.14084 0.19836
24 H -1.89058 -3.65010 0.67863
25 H 0.20037 -3.81784 -1.94058
26 H 1.15954 -3.73055 -0.44668
27 H 1.45300 -2.55144 -1.71413

Forces on the atoms, in the same order (eV/Å):
-0.414 0.475 0.540
-0.019 -0.535 -0.970
-0.288 0.845 0.852
1.091 0.708 -0.222
-0.137 -1.764 3.752
-1.942 0.392 -3.851
0.693 -0.114 0.642
1.621 0.598 0.838
0.066 0.330 -1.305
-0.902 -0.406 0.879
1.625 0.347 -0.568
-0.866 0.086 -0.159
-0.683 -0.377 -0.065
-0.824 0.219 -0.451
0.478 2.054 1.336
0.796 0.079 0.782
0.575 -1.075 0.136
-0.811 -1.548 -1.727
-0.096 -0.007 0.154
0.191 -0.164 0.380
0.730 -0.894 0.040
-0.163 -0.261 -0.170
0.248 -0.252 0.038
-0.321 0.575 -0.668
0.047 0.257 0.035
-0.420 0.356 -0.269
-0.277 0.079 0.020

Its orbital gap (alpha / beta) is 5.31 / 5.48 eV. For the HOMO energy (alpha / beta), the calculation gives -3.0 / -3.1 eV. Its total charge is -1. The value obtained for the relative energy (zero: lowest compared OMol25 entry of this formula, charge and spin) is 0.0 kcal/mol. The calculation puts the lowest unoccupied orbital energy (alpha / beta) at 2.34 / 2.34 eV. As for the max |F|: 4.3 eV/A. As for the total energy: -107211.191 eV. As for the spin multiplicity: 4.

Löwdin atomic charge list, values in e, 8 entries:
1 Co 0.128
2 O -0.123
3 C -1.017
4 S 0.916
5 C -1.181
6 C -1.207
7 S 0.527
8 S 0.932

No. 4
Formula: C7H10F3N5O3PdS3
Source: the Open Molecules 2025 dataset
Level of theory: ωB97M-V with the def2-TZVPD basis set

Positions of all 32 atoms, in Å:
1 Pd -1.33207 0.27471 0.54848
2 N 0.78462 -0.30683 -0.05235
3 N 1.68484 -0.10850 0.99774
4 C 1.25762 0.09417 2.26644
5 N 2.24452 0.37168 3.13293
6 S -0.33222 -0.05483 2.77835
7 H 0.92481 -1.22031 -0.46804
8 H 0.88962 0.44094 -0.72801
9 H 2.61888 0.17417 0.74803
10 H 3.21484 0.35651 2.87264
11 H 2.00550 0.51568 4.09771
12 F -1.50440 1.95716 -1.97242
13 C -1.71263 3.14313 -1.38783
14 F -3.01798 3.41520 -1.45498
15 F -1.03620 4.06639 -2.06769
16 S -1.16132 3.16095 0.36635
17 O -1.11051 4.55600 0.67274
18 O -2.17138 2.38100 1.11384
19 O 0.11071 2.42626 0.33323
20 C -7.05873 -2.01289 1.34475
21 C -5.88043 -1.32162 0.72365
22 C -6.00254 -0.08152 0.10352
23 C -4.85415 0.48172 -0.40156
24 N -3.66887 -0.12625 -0.33775
25 C -3.64467 -1.31474 0.29842
26 S -2.04627 -2.00996 0.47093
27 N -4.70166 -1.93412 0.83092
28 H -8.00059 -1.63855 0.94667
29 H -7.05225 -1.84326 2.42357
30 H -6.98771 -3.08695 1.18249
31 H -6.95746 0.41801 0.01597
32 H -4.87022 1.44666 -0.89683

Forces on the atoms, in the same order (eV/Å):
0.119 -0.838 0.289
-0.111 0.192 0.103
-0.121 -0.021 0.079
0.250 -0.048 -0.023
-0.168 -0.035 0.096
0.158 0.236 -0.128
-0.103 -0.007 -0.033
0.046 0.093 -0.137
0.027 0.048 -0.024
0.015 -0.012 0.008
-0.001 0.037 -0.009
0.029 -0.225 -0.082
-0.116 0.239 0.205
0.027 0.028 -0.154
-0.084 -0.085 -0.143
0.108 -0.136 1.011
0.064 -0.084 0.026
0.176 0.405 -0.714
-0.178 0.356 -0.359
0.047 0.006 -0.027
-0.025 -0.145 0.092
-0.107 -0.042 -0.018
0.213 0.203 -0.207
-0.081 -0.029 0.326
0.022 -0.166 0.029
-0.380 -0.127 -0.044
0.072 0.142 -0.223
0.013 0.001 -0.007
0.020 0.002 -0.014
0.003 0.016 -0.008
0.034 -0.011 0.029
0.033 0.005 0.059

Its orbital gap (alpha / beta) is 7.76 / 6.83 eV. For the HOMO energy (alpha / beta), the calculation gives -7.8 / -8.1 eV. The value obtained for the relative energy (zero: lowest compared OMol25 entry of this formula, charge and spin) is 6.2 kcal/mol. The calculation puts the lowest unoccupied orbital energy (alpha / beta) at -0.03 / -1.26 eV. As for the max |F|: 1.0 eV/A. As for the total energy: -65151.831 eV. As for the spin multiplicity: 3.

Löwdin atomic charge list, values in e, 8 entries:
1 Pd 0.596
2 N -0.026
3 N -0.059
4 C -0.832
5 N 0.106
6 S 0.714
7 H 0.106
8 H 0.096

No. 5
Formula: C7H10FeN2O2
Source: the Open Molecules 2025 dataset
Level of theory: ωB97M-V with the def2-TZVPD basis set

Positions of all 22 atoms, in Å:
1 C -0.89855 1.48812 -0.96604
2 C -1.83707 0.81940 -0.12485
3 C -1.99831 -0.50541 -0.59586
4 C -1.15022 -0.68387 -1.73868
5 C -0.52282 0.58855 -2.02008
6 Fe 0.49056 -0.31195 -0.24900
7 N 1.59931 0.94921 0.31537
8 C 1.55131 0.78411 1.75292
9 C 0.16476 0.39559 2.12751
10 H -2.56505 -1.30788 -0.10105
11 H -2.25246 1.23220 0.81177
12 H -1.06541 -1.58896 -2.34877
13 H 0.13732 0.80125 -2.87102
14 H -0.60318 2.53994 -0.89453
15 H -0.56754 1.16754 2.34397
16 H 1.76590 1.76365 2.18733
17 H 2.47539 1.17708 -0.14838
18 H -0.08569 -0.57781 2.53555
19 H 2.22326 -0.01445 2.13990
20 O 1.35156 -3.84192 -1.17043
21 N 0.77011 -2.77751 -1.06081
22 O 1.01682 -2.09689 0.07516

Forces on the atoms, in the same order (eV/Å):
-1.198 -0.012 -0.942
0.470 0.425 0.050
0.516 -0.499 -0.323
-1.008 0.755 -0.477
-0.371 -0.282 0.321
-2.564 -0.388 -0.463
2.352 1.710 -0.148
0.530 0.109 0.569
-0.585 -0.317 0.199
0.306 0.515 -0.305
0.212 -0.330 -0.810
-0.029 0.545 0.405
-0.372 -0.080 0.504
0.030 -0.648 0.125
0.133 -0.031 -0.191
0.420 -0.036 0.614
0.079 0.096 0.703
0.286 0.000 0.024
0.097 0.557 -0.043
-0.437 1.135 0.496
0.864 -0.699 0.884
0.267 -2.524 -1.190

Its orbital gap (alpha / beta) is 7.09 / 7.42 eV. For the HOMO energy (alpha / beta), the calculation gives -3.3 / -3.7 eV. Its total charge is -1. The calculation puts the lowest unoccupied orbital energy (alpha / beta) at 3.82 / 3.69 eV. As for the max |F|: 2.9 eV/A. As for the total energy: -48879.253 eV. As for the spin multiplicity: 6.

Löwdin atomic charge list, values in e, 8 entries:
1 C -0.213
2 C -0.197
3 C -0.180
4 C -0.247
5 C -0.221
6 Fe 0.700
7 N -0.225
8 C -0.444

No. 6
Formula: C7H10N
Source: the Open Molecules 2025 dataset
Level of theory: ωB97M-V with the def2-TZVPD basis set

Positions of all 18 atoms, in Å:
1 C -2.34251 0.62448 -0.34740
2 C -0.94447 -1.56129 0.00559
3 C -1.06244 0.92270 0.41522
4 C 1.21033 -0.09731 0.41585
5 C -1.71707 -0.42098 0.44975
6 C 0.26957 -0.80990 -0.44549
7 C 2.62872 0.10740 -0.04065
8 N 0.16620 0.67441 -0.30717
9 H -3.22018 1.11360 0.05484
10 H -2.36383 0.54667 -1.42708
11 H -0.62025 -2.26233 0.77736
12 H -1.46540 -2.13121 -0.76647
13 H -1.03703 1.64335 1.22044
14 H 1.08037 -0.08585 1.49505
15 H 2.70514 0.05400 -1.12376
16 H 3.24914 -0.67965 0.38100
17 H 3.01240 1.06469 0.30579
18 H 0.45129 1.29720 -1.06284

Forces on the atoms, in the same order (eV/Å):
-0.033 -0.150 -0.246
0.337 -0.816 -0.637
-0.634 -0.246 0.387
0.653 -0.427 0.052
-1.039 1.125 1.120
0.801 -0.170 0.074
-0.004 0.126 -0.088
-0.157 0.504 -0.620
-0.020 0.068 0.134
0.146 0.011 -0.144
-0.099 0.106 0.094
0.156 0.073 -0.056
0.050 0.023 0.000
-0.270 -0.067 -0.055
0.044 -0.003 -0.088
-0.001 -0.064 0.016
0.014 0.040 0.034
0.056 -0.131 0.020

Its orbital gap (alpha / beta) is 7.60 / 9.64 eV. For the HOMO energy (alpha / beta), the calculation gives -13.2 / -14.3 eV. Its total charge is +1. The value obtained for the relative energy (zero: lowest compared OMol25 entry of this formula, charge and spin) is 111.3 kcal/mol. The calculation puts the lowest unoccupied orbital energy (alpha / beta) at -5.59 / -4.66 eV. As for the max |F|: 1.9 eV/A. As for the total energy: -8898.767 eV.

Löwdin atomic charge list, values in e, 8 entries:
1 C 0.000
2 C -0.079
3 C -0.155
4 C -0.197
5 C -0.057
6 C 0.047
7 C -0.007
8 N 0.060